{"formula": "C10H10ClIPd", "method": "ωB97M-V with the def2-TZVPD basis set", "fmax_ev_per_a": 7.33, "spin_multiplicity": 5, "total_charge": 0, "homo_ev": [-7.06, -8.36], "gap_ha": [0.27997, 0.21647], "s_squared": 6.0178, "elements": ["C", "C", "C", "H", "C", "C", "H", "H", "H", "H", "Pd", "Cl", "C", "C", "C", "H", "C", "C", "H", "H", "H", "H", "I"], "xyz": [[0.003, 0.476, 2.318], [1.106, 0.918, 1.512], [1.727, -0.275, 0.963], [1.511, 1.921, 1.451], [0.936, -1.387, 1.333], [-0.113, -0.943, 2.200], [-0.816, -1.557, 2.735], [-0.616, 1.113, 2.943], [2.687, -0.276, 0.458], [1.126, -2.434, 1.086], [-0.604, 0.167, -0.169], [-2.180, -1.613, 0.773], [-1.515, 0.049, -1.956], [-0.566, -1.066, -1.875], [0.728, -0.501, -1.698], [-0.841, -2.117, -1.907], [0.611, 0.932, -1.656], [-0.750, 1.273, -2.006], [-1.185, 2.254, -2.123], [-2.600, -0.071, -1.995], [1.646, -1.057, -1.585], [1.376, 1.628, -1.336], [-1.670, 2.569, 0.534]], "forces_ev_per_angstrom": [[0.4, 0.6, -0.4], [0.3, -1.5, 0.7], [-0.5, 0.7, 1.2], [-0.3, -0.1, 0.0], [0.4, -0.2, 0.3], [0.5, 0.1, 0.0], [0.3, 0.0, 0.1], [0.2, -0.2, -0.3], [-0.3, -0.1, -0.1], [-0.1, 0.5, 0.0], [-0.4, -0.6, 7.3], [-0.8, -0.3, 0.0], [0.0, -0.8, -2.9], [-0.8, 0.3, -1.6], [0.6, -0.1, -1.3], [0.2, 0.4, 0.2], [0.3, 0.5, -2.3], [0.2, -0.4, -0.9], [0.3, -0.2, 0.0], [0.5, 0.2, -0.2], [-0.1, 0.0, 0.0], [0.0, 0.0, -0.6], [-0.9, 1.3, 0.9]], "lowdin_spin": [0.2519, 0.2285, 0.2449, 0.0050, 0.2483, 0.2813, 0.0042, 0.0035, 0.0073, 0.0060, 1.1078, 0.3139, 0.1342, 0.1704, 0.1942, 0.0078, 0.1473, 0.2013, 0.0037, 0.0071, 0.0067, 0.0053, 0.4197]}